Entry 1:
{
  "formula": "C3H12N2OS",
  "method": "ωB97M-V/def2-TZVPD",
  "symbols": ["N", "C", "N", "C", "C", "S", "H", "H", "H", "H", "H", "H", "H", "H", "H", "H", "O", "H", "H"],
  "positions_angstrom": [[1.50214, 1.18604, 0.15360], [0.25962, 1.41804, 0.82559], [-0.95109, 0.92260, 0.08387], [-1.36334, -0.49666, 0.07712], [-1.71828, -1.00209, -1.39673], [-2.33995, -2.64899, -1.05140], [1.59725, 0.20470, 0.01861], [1.62796, 1.71849, -0.69556], [0.09114, 2.51805, 0.87240], [0.24561, 1.07416, 1.85882], [-1.66762, 1.55962, 0.40824], [-2.30655, -0.52254, 0.63288], [-0.63181, -1.22908, 0.42806], [-0.77023, -1.08999, -1.91519], [-2.50459, -0.34922, -1.75816], [-1.79655, -3.06809, -2.20720], [3.57341, 0.35184, 1.27224], [2.83632, -0.28922, 1.23716], [4.31655, -0.25766, 1.15564]],
  "homo_energy_ev": -8.770,
  "multiplicity": 1,
  "smiles": "NCNCCS.O",
  "e_lumo_ev": 0.682,
  "de_lowest_ev": 1.735,
  "energy_ev": -19167.006,
  "total_charge": 0
}


Entry 2:
{
  "formula": "C3H12N2OS",
  "method": "ωB97M-V/def2-TZVPD",
  "symbols": ["N", "C", "C", "N", "C", "S", "H", "H", "H", "H", "H", "H", "H", "H", "H", "H", "O", "H", "H"],
  "positions_angstrom": [[-0.67450, 1.89920, -1.18563], [-0.29420, 1.68887, 0.21732], [0.52824, 0.41628, 0.49485], [-0.32579, -0.81409, 0.47798], [1.42327, 0.47561, 1.80736], [2.49235, -0.91834, 1.99245], [-0.04561, 1.31745, -1.72560], [-1.59364, 1.45984, -1.32305], [-1.02234, 1.76231, 1.03632], [0.39625, 2.48930, 0.52272], [1.20910, 0.33917, -0.36667], [0.09141, -1.32724, -0.32753], [-0.10754, -1.35680, 1.30342], [0.91555, 0.79791, 2.72011], [2.01741, 1.39599, 1.56399], [1.57661, -1.99203, 1.94020], [-1.89886, -2.60859, -2.73781], [-2.52819, -3.20541, -3.17106], [-2.15951, -1.81941, -3.23939]],
  "homo_energy_ev": -9.147,
  "multiplicity": 1,
  "smiles": "NC[C@H](N)CS.O",
  "e_lumo_ev": 0.674,
  "de_lowest_ev": 1.197,
  "energy_ev": -19167.544,
  "total_charge": 0
}


Entry 3:
{
  "formula": "C3H12N2OS",
  "method": "ωB97M-V/def2-TZVPD",
  "symbols": ["N", "C", "N", "C", "C", "S", "H", "H", "H", "H", "H", "H", "H", "H", "H", "H", "O", "H", "H"],
  "positions_angstrom": [[0.45529, 1.56132, 1.41054], [1.11564, 0.46695, 0.69273], [0.44271, -0.45238, -0.25553], [-0.77597, 0.01682, -0.88019], [-0.45350, 1.23943, -1.80795], [-1.91918, 2.33241, -2.02490], [0.46259, 2.51966, 1.07689], [-0.55860, 1.42010, 1.39253], [1.86535, 0.97689, 0.06483], [1.64729, -0.12238, 1.43146], [0.29255, -1.28131, 0.30610], [-1.29648, -0.86692, -1.23724], [-1.40753, 0.54325, -0.13952], [0.28848, 1.78777, -1.23775], [-0.09322, 0.88581, -2.76061], [-1.24470, 3.48570, -2.21091], [0.53264, -4.45442, 2.04733], [-0.35114, -4.76423, 2.21417], [0.99779, -5.29447, 1.91802]],
  "homo_energy_ev": -8.744,
  "multiplicity": 1,
  "smiles": "NCNCCS.O",
  "e_lumo_ev": 0.748,
  "de_lowest_ev": 1.362,
  "energy_ev": -19167.379,
  "total_charge": 0
}


Number 3 is which compound?
C3H12N2OS


Which formula does entry 2 have?
C3H12N2OS